Entry 1:
ORCA calculation (ωB97M-V with the def2-TZVPD basis set) on 2 unconnected molecules or ions with the total composition C2H7O3SSi in a non-equilibrium geometry.

E_tot = -993.77471 Ha
total charge = -1
maximum force = 0.090 hartree/bohr
HOMO level = -2.85 eV

XYZ file:
```
14
C2H7O3SSi, DFT ωB97M-V with the def2-TZVPD basis set
C 0.131 2.336 -0.523
C 0.695 -1.489 0.850
O -0.435 -1.544 -1.817
O -1.593 -3.988 -1.357
O -0.181 1.379 0.376
Si -0.665 -0.937 -0.407
S -1.488 -3.008 -2.431
H -0.667 2.610 -1.258
H 1.036 2.042 -1.103
H 0.435 3.226 0.120
H 0.629 -2.304 1.545
H 1.499 -1.727 0.164
H 1.051 -0.724 1.485
H -1.926 -0.481 0.090
```

Want to see where the charge sits? The Löwdin charges in e are:
1. C -0.400
2. C -0.185
3. O -0.623
4. O -0.766
5. O -0.408
6. Si 0.621
7. S 0.615
8. H 0.053
9. H 0.049
10. H 0.064
11. H 0.008
12. H 0.014
13. H -0.010
14. H -0.030



Entry 2:
ORCA calculation (ωB97M-V with the def2-TZVPD basis set) on a molecular structure, C9H10AuBrN2O3 in a non-equilibrium geometry.

E_tot = -3393.84166 Ha
maximum force = 0.076 hartree/bohr
HOMO level = -8.71 eV

XYZ file:
```
26
C9H10AuBrN2O3, DFT ωB97M-V with the def2-TZVPD basis set
Au -0.057 1.776 0.138
Br -1.314 -3.055 0.075
C -2.677 -1.685 0.247
C -4.034 -2.107 0.489
C -5.066 -1.118 0.308
C -4.672 0.224 0.232
C -3.273 0.539 0.231
N -2.328 -0.416 0.211
C -2.936 2.020 -0.047
O -3.744 2.709 -0.616
O -1.823 2.531 0.549
H -4.205 -3.204 0.582
H -6.117 -1.368 0.188
H -5.448 1.017 0.210
C 4.586 1.244 0.134
N 3.704 0.121 -0.188
C 4.527 -1.099 -0.604
C 2.389 0.336 -0.284
O 1.996 1.541 0.044
H 5.166 1.594 -0.700
H 5.395 0.897 0.774
H 4.065 2.140 0.526
H 4.412 -1.921 0.198
H 5.560 -0.734 -0.598
H 4.161 -1.482 -1.558
H 1.733 -0.502 -0.541
```

Want to see where the charge sits? The Löwdin charges in e are:
1. Au 0.827
2. Br 0.641
3. C -0.722
4. C -0.086
5. C -0.051
6. C -0.006
7. C -0.174
8. N 0.053
9. C -0.573
10. O 0.075
11. O -0.315
12. H 0.096
13. H 0.104
14. H 0.126
15. C -0.051
16. N -0.152
17. C 0.001
18. C -0.222
19. O -0.270
20. H 0.088
21. H 0.090
22. H 0.104
23. H 0.117
24. H 0.078
25. H 0.085
26. H 0.138



Entry 3:
ORCA calculation (ωB97M-V with the def2-TZVPD basis set) on 8 unconnected molecules or ions with the total composition C22H48Cl16OP in a non-equilibrium geometry.

E_tot = -8646.42603 Ha
total charge = +1
maximum force = 0.065 hartree/bohr
HOMO level = -12.03 eV

XYZ file:
```
88
C22H48Cl16OP, DFT ωB97M-V with the def2-TZVPD basis set
C 3.595 0.992 -1.485
C 2.634 0.273 -2.494
C 2.556 -1.242 -2.050
C 1.249 0.953 -2.654
C 1.424 2.384 -3.293
C 0.459 1.133 -1.311
O -0.822 1.745 -1.645
P -1.994 0.663 -1.879
H 4.629 0.730 -1.794
H 3.487 0.623 -0.444
H 3.494 2.094 -1.457
H 3.159 0.272 -3.474
H 2.670 -1.310 -0.951
H 1.600 -1.645 -2.429
H 3.439 -1.769 -2.475
H 0.605 0.351 -3.333
H 0.940 3.188 -2.710
H 2.504 2.616 -3.309
H 1.002 2.349 -4.316
H 1.031 1.876 -0.716
H 0.364 0.192 -0.722
H -2.456 0.236 -0.626
H -3.006 1.256 -2.667
H -1.427 -0.437 -2.560
Cl -0.022 -1.799 -0.024
C -1.301 -3.000 0.308
C -2.081 -2.665 1.556
Cl -1.104 -2.857 3.027
H -0.834 -3.980 0.378
H -1.967 -3.002 -0.556
H -2.931 -3.339 1.652
H -2.457 -1.644 1.533
Cl -4.004 -0.722 -1.962
C -5.362 -1.897 -1.792
C -6.217 -1.594 -0.588
Cl -5.359 -1.906 0.937
H -4.938 -2.897 -1.747
H -5.959 -1.821 -2.700
H -7.097 -2.236 -0.596
H -6.549 -0.558 -0.582
Cl 2.045 6.106 -3.967
C 2.264 6.001 -5.733
C 2.131 4.578 -6.214
Cl 3.489 3.565 -5.669
H 3.234 6.423 -5.985
H 1.494 6.622 -6.189
H 2.130 4.548 -7.303
H 1.205 4.126 -5.861
Cl 1.297 5.282 -0.943
C -0.437 5.426 -0.558
C -0.787 6.790 -0.012
Cl -0.100 7.052 1.608
H -0.693 4.636 0.146
H -0.982 5.247 -1.485
H -1.869 6.884 0.083
H -0.432 7.585 -0.665
Cl 5.185 -2.528 -3.777
C 5.424 -4.295 -3.810
C 4.115 -5.045 -3.861
Cl 3.197 -4.899 -2.339
H 6.011 -4.572 -2.937
H 6.011 -4.518 -4.700
H 4.304 -6.106 -4.016
H 3.482 -4.689 -4.672
Cl 0.703 -4.902 7.070
C 0.872 -5.108 5.308
C 0.741 -6.552 4.887
Cl 2.121 -7.537 5.429
H 1.831 -4.690 5.010
H 0.084 -4.515 4.845
H 0.715 -6.617 3.799
H -0.169 -7.002 5.278
Cl -4.954 -1.732 7.731
C -3.659 -2.810 7.153
C -2.811 -2.158 6.088
Cl -3.706 -1.928 4.563
H -4.119 -3.727 6.792
H -3.041 -3.054 8.016
H -1.954 -2.792 5.859
H -2.439 -1.188 6.410
Cl 1.175 2.762 4.201
C 0.045 3.918 4.950
C -1.359 3.763 4.419
Cl -1.490 4.279 2.717
H 0.427 4.923 4.782
H 0.056 3.724 6.022
H -2.043 4.388 4.991
H -1.702 2.733 4.487
```

Want to see where the charge sits? The Löwdin charges in e are:
1. C -0.065
2. C -0.363
3. C -0.131
4. C -0.313
5. C -0.090
6. C -0.224
7. O -0.364
8. P 0.840
9. H 0.090
10. H 0.080
11. H 0.075
12. H 0.135
13. H 0.057
14. H 0.056
15. H -0.035
16. H 0.118
17. H 0.030
18. H 0.037
19. H 0.072
20. H 0.136
21. H -0.005
22. H -0.008
23. H 0.016
24. H 0.033
25. Cl 0.672
26. C -0.602
27. C -0.702
28. Cl 0.588
29. H 0.078
30. H 0.062
31. H 0.051
32. H 0.037
33. Cl 0.595
34. C -0.536
35. C -0.632
36. Cl 0.611
37. H 0.081
38. H 0.088
39. H 0.088
40. H 0.078
41. Cl 0.533
42. C -0.648
43. C -0.654
44. Cl 0.574
45. H 0.072
46. H 0.074
47. H 0.074
48. H 0.054
49. Cl 0.552
50. C -0.661
51. C -0.654
52. Cl 0.529
53. H 0.011
54. H 0.074
55. H 0.075
56. H 0.071
57. Cl 0.600
58. C -0.634
59. C -0.651
60. Cl 0.548
61. H 0.073
62. H 0.076
63. H 0.074
64. H 0.069
65. Cl 0.539
66. C -0.677
67. C -0.669
68. Cl 0.548
69. H 0.072
70. H 0.003
71. H 0.070
72. H 0.069
73. Cl 0.546
74. C -0.661
75. C -0.652
76. Cl 0.522
77. H 0.070
78. H 0.076
79. H 0.041
80. H 0.074
81. Cl 0.536
82. C -0.657
83. C -0.646
84. Cl 0.541
85. H 0.070
86. H 0.075
87. H 0.076
88. H 0.065



Entry 4:
ORCA calculation (ωB97M-V with the def2-TZVPD basis set) on a molecular structure, C17H30BrCaN9O5S in a non-equilibrium geometry.

E_tot = -5184.77388 Ha
total charge = -2
maximum force = 0.027 hartree/bohr
HOMO level = -1.23 eV

XYZ file:
```
64
C17H30BrCaN9O5S, DFT ωB97M-V with the def2-TZVPD basis set
Ca 0.110 0.141 -0.133
C -0.845 5.204 -3.522
C -0.595 3.720 -3.569
C -0.556 3.021 -4.767
C -0.343 1.651 -4.769
C -0.165 1.047 -3.537
Br 0.117 -0.787 -3.266
N -0.192 1.686 -2.380
C -0.414 3.005 -2.389
H -0.979 5.617 -4.523
H -0.014 5.726 -3.044
H -1.738 5.426 -2.935
H -0.704 3.548 -5.704
H -0.324 1.073 -5.682
H -0.501 3.396 -1.370
C 5.072 -1.981 -0.047
N 5.030 -0.777 0.770
C 5.675 -1.001 2.063
C 3.735 -0.195 0.852
N 2.683 -0.653 0.318
N 3.719 0.957 1.612
C 2.534 1.768 1.884
N 3.031 2.870 2.715
N 1.374 1.585 1.529
H 6.111 -2.301 -0.147
H 4.677 -1.772 -1.040
H 4.487 -2.805 0.382
H 6.653 -1.457 1.897
H 5.084 -1.671 2.702
H 5.824 -0.066 2.595
H 2.695 -1.586 -0.074
H 4.566 1.502 1.571
H 3.427 2.485 3.571
H 2.199 3.383 2.982
H -0.490 2.552 1.079
O -0.892 -3.854 -1.055
S -0.074 -3.048 -0.138
O 0.576 -3.880 0.884
O 0.952 -2.257 -0.912
O -0.919 -1.974 0.511
C -5.456 2.956 0.718
C -4.385 2.770 -0.345
N -3.332 1.914 0.103
C -3.608 0.858 0.928
N -2.628 0.125 1.332
C -2.922 -0.869 2.340
C -4.195 -1.619 1.971
C -5.341 -0.624 1.913
N -4.935 0.626 1.307
C -5.994 1.576 1.071
H -6.282 3.583 0.364
H -5.010 3.430 1.598
H -3.938 3.730 -0.626
H -4.883 2.379 -1.253
H -2.246 2.261 0.245
H -3.047 -0.387 3.326
H -2.083 -1.561 2.387
H -4.438 -2.419 2.677
H -4.017 -2.075 0.994
H -5.717 -0.417 2.929
H -6.191 -1.039 1.348
H -6.623 1.629 1.973
H -6.656 1.226 0.260
O -0.952 2.563 0.226
```

Want to see where the charge sits? The Löwdin charges in e are:
1. Ca 1.286
2. C -0.059
3. C -0.257
4. C -0.055
5. C -0.110
6. C -0.748
7. Br 0.895
8. N -0.020
9. C -0.073
10. H 0.063
11. H 0.078
12. H 0.076
13. H 0.103
14. H 0.092
15. H 0.086
16. C -0.102
17. N -0.182
18. C -0.101
19. C -0.473
20. N 0.122
21. N 0.072
22. C -0.652
23. N 0.010
24. N -0.036
25. H 0.071
26. H 0.088
27. H 0.098
28. H 0.069
29. H 0.093
30. H 0.064
31. H 0.020
32. H 0.103
33. H 0.035
34. H 0.043
35. H -0.073
36. O -0.430
37. S 0.206
38. O -0.423
39. O -0.621
40. O -0.546
41. C -0.186
42. C -0.246
43. N 0.017
44. C -0.389
45. N 0.050
46. C -0.253
47. C -0.173
48. C -0.200
49. N -0.060
50. C -0.208
51. H 0.097
52. H 0.113
53. H 0.106
54. H 0.103
55. H 0.009
56. H 0.107
57. H 0.084
58. H 0.101
59. H 0.119
60. H 0.108
61. H 0.108
62. H 0.107
63. H 0.111
64. O -0.434



Entry 5:
ORCA calculation (ωB97M-V with the def2-TZVPD basis set) on 4 unconnected molecules or ions with the total composition C5H12O2.

E_tot = -348.01982 Ha
maximum force = 0.006 hartree/bohr
HOMO level = -9.39 eV

XYZ file:
```
19
C5H12O2, DFT ωB97M-V with the def2-TZVPD basis set
C -1.033 1.478 2.016
C -1.706 1.999 0.939
O -0.630 1.552 -0.866
C 0.378 0.810 -0.744
C 0.254 -0.667 -1.081
O 1.414 -1.333 -0.661
C 1.403 -2.698 -0.992
H 0.114 0.856 1.336
H -1.392 0.567 2.491
H -0.429 2.134 2.640
H -1.584 3.035 0.647
H -2.536 1.468 0.490
H 1.390 1.230 -0.897
H 0.652 0.599 0.680
H -0.653 -1.068 -0.597
H 0.122 -0.759 -2.173
H 1.340 -2.851 -2.081
H 0.556 -3.223 -0.522
H 2.338 -3.128 -0.625
```

Want to see where the charge sits? The Löwdin charges in e are:
1. C -0.151
2. C -0.052
3. O -0.106
4. C -0.370
5. C -0.222
6. O -0.193
7. C -0.119
8. H 0.103
9. H 0.077
10. H 0.077
11. H 0.083
12. H 0.082
13. H 0.136
14. H 0.116
15. H 0.135
16. H 0.135
17. H 0.090
18. H 0.090
19. H 0.089



Entry 6:
ORCA calculation (ωB97M-V with the def2-TZVPD basis set) on a single C5H12N2O molecule in a non-equilibrium geometry.

E_tot = -382.44832 Ha
maximum force = 0.073 hartree/bohr
SMILES = CCC(=O)NCCN
HOMO level = -9.27 eV

XYZ file:
```
20
C5H12N2O, DFT ωB97M-V with the def2-TZVPD basis set
C -0.359 2.226 0.242
C -1.463 1.218 0.416
C -1.424 0.171 -0.635
O -2.108 0.151 -1.642
N -0.523 -0.914 -0.543
C 0.444 -1.054 0.516
C 1.949 -1.272 0.077
N 2.718 -0.738 1.234
H -0.559 3.014 0.977
H 0.641 1.794 0.437
H -0.288 2.479 -0.803
H -1.591 0.853 1.486
H -2.474 1.668 0.324
H -0.312 -1.443 -1.369
H 0.472 -0.150 1.196
H 0.171 -1.876 1.167
H 2.222 -0.827 -0.868
H 2.038 -2.371 0.090
H 3.701 -0.971 1.213
H 2.620 0.266 1.281
```

Want to see where the charge sits? The Löwdin charges in e are:
1. C -0.088
2. C -0.205
3. C -0.485
4. O 0.046
5. N 0.057
6. C -0.212
7. C -0.234
8. N -0.026
9. H 0.086
10. H 0.065
11. H 0.083
12. H 0.138
13. H 0.125
14. H 0.132
15. H 0.100
16. H 0.107
17. H 0.095
18. H 0.107
19. H 0.059
20. H 0.051